# 1
{"formula": "ClH69NNbO32P", "method": "wB97M-V/def2-TZVPD", "gap_ev": 4.819, "charge": -1, "energy_ev": -91489.92610, "symbols": ["N", "P", "O", "Nb", "Cl", "H", "H", "H", "H", "H", "H", "H", "O", "H", "H", "O", "H", "H", "O", "H", "H", "O", "H", "H", "O", "H", "H", "O", "H", "H", "O", "H", "H", "O", "H", "H", "O", "H", "H", "O", "H", "H", "O", "H", "H", "O", "H", "H", "O", "H", "H", "O", "H", "H", "O", "H", "H", "O", "H", "H", "O", "H", "H", "O", "H", "H", "O", "H", "H", "O", "H", "H", "O", "H", "H", "O", "H", "H", "O", "H", "H", "O", "H", "H", "O", "H", "H", "O", "H", "H", "O", "H", "H", "O", "H", "H", "O", "H", "H", "O", "H", "H", "O", "H", "H"], "xyz": [[0.700167, -0.943739, 2.851913], [0.237490, 0.550389, 3.778483], [0.836163, 1.987654, 2.998559], [-2.328482, 0.634818, 3.505065], [-2.076805, 1.034391, 1.014589], [0.387915, -0.793881, 1.866204], [0.020592, -1.664934, 3.231234], [0.545190, 2.778744, 3.550553], [-2.198522, 2.433055, 3.842361], [-4.142205, 0.803073, 3.419793], [-2.389971, -1.132572, 3.124968], [-2.439054, 0.222331, 5.262756], [1.929955, -0.713692, -0.581149], [2.092340, 0.186418, -0.901047], [1.851089, -0.610129, 0.379081], [-3.531324, -2.904539, 5.069081], [-2.670021, -3.218944, 4.755701], [-4.125270, -3.653920, 4.912103], [2.216259, -0.491818, -3.560441], [2.363930, 0.418867, -3.264220], [2.193196, -1.004452, -2.738454], [-5.821301, -3.804737, 3.217423], [-6.703514, -3.435098, 3.372241], [-5.901801, -4.251854, 2.361507], [-0.574768, -1.919689, -2.972565], [-0.169703, -1.534988, -2.180839], [-0.166071, -1.433438, -3.704352], [-8.982609, -3.903546, 2.614447], [-9.864822, -3.533907, 2.769265], [-9.063110, -4.350662, 1.758531], [4.266145, 1.364316, -0.748104], [4.537830, 0.438419, -0.836444], [5.101557, 1.855225, -0.757134], [-8.633855, -1.717503, 5.033714], [-8.362170, -2.643399, 4.945374], [-7.798443, -1.226593, 5.024685], [1.061062, -1.009497, 6.924967], [1.709824, -0.476944, 7.409111], [1.234647, -0.801054, 5.994695], [7.067383, 2.644980, -1.050990], [7.350991, 3.473993, -0.637220], [7.587159, 2.601223, -1.867632], [-8.836076, -2.247871, 0.316168], [-8.431012, -1.863169, 1.107894], [-8.427379, -1.761620, -0.415619], [-9.683653, -1.334150, -2.324194], [-10.266949, -0.818211, -2.900800], [-10.243865, -1.560299, -1.566563], [6.808286, 5.774919, -0.190871], [6.021147, 6.286112, -0.431697], [7.069720, 6.138680, 0.668382], [-1.794788, -4.573870, -2.298173], [-1.632404, -3.673760, -2.618071], [-1.873654, -4.470307, -1.337943], [-5.473088, -5.897326, 0.605264], [-5.514779, -6.791904, 0.975255], [-5.112980, -6.028706, -0.284706], [3.714220, 6.169354, 0.229491], [3.130925, 6.685294, -0.347115], [3.154008, 5.943205, 0.987122], [-11.510898, -3.601441, 1.476372], [-11.388665, -3.522189, 0.518416], [-12.101283, -4.363518, 1.574710], [7.409598, 5.219784, 2.997998], [8.270901, 4.905378, 2.684619], [6.815652, 4.470403, 2.841021], [0.857180, -2.944769, -5.686068], [1.004852, -2.034083, -5.389848], [0.834118, -3.457402, -4.864082], [-3.792806, -6.055521, -4.107017], [-3.117508, -5.583918, -3.596661], [-3.893536, -5.522902, -4.910233], [-4.504075, -3.236782, -4.716901], [-3.737664, -3.143279, -4.131433], [-5.262111, -3.057280, -4.140578], [8.929684, 2.423216, -3.481181], [9.201370, 1.497319, -3.569521], [9.765096, 2.914125, -3.490210], [3.330922, 7.716468, 2.643731], [3.614530, 8.545481, 3.057500], [3.850698, 7.672711, 1.827088], [-5.972537, -3.867653, -7.510540], [-5.567472, -3.482952, -6.718814], [-5.563840, -3.381402, -8.242327], [1.703004, 1.585339, 7.045512], [1.972474, 2.492902, 7.251948], [1.720673, 1.550467, 6.077288], [1.406751, 8.015557, 0.306873], [1.584174, 7.891262, 1.251316], [0.605225, 8.559819, 0.288972], [-11.226049, 1.473895, -2.960422], [-12.013187, 1.985087, -3.201248], [-10.964614, 1.837655, -2.101169], [10.109598, -0.483084, -2.965236], [10.970901, -0.797490, -3.278615], [9.515652, -1.232465, -3.122213], [12.407194, 0.243204, -4.393152], [13.082492, 0.714808, -3.882795], [12.306464, 0.775824, -5.196368], [12.257180, 2.754352, -3.018052], [12.404852, 3.665038, -2.721832], [12.234118, 2.241719, -2.196066], [7.307194, 0.461118, 0.893479], [7.982492, 0.932722, 1.403836], [7.206464, 0.993738, 0.090264]], "forces_ev_per_a": [[-1.0339, 0.9026, -0.8050], [0.5637, 0.7457, 1.0877], [-0.1186, 0.0844, 0.6628], [-1.2386, -0.5211, -2.3383], [-0.0739, -0.3603, 1.1679], [-0.0811, -0.3656, 0.8150], [0.9733, 1.1094, -0.5136], [0.2763, -1.7895, -0.9968], [0.4714, 0.3040, 0.5537], [-0.2044, 0.7595, 0.2663], [0.5709, -0.7268, 0.3384], [0.0447, -0.0225, -0.4124], [-0.0585, 0.2415, -0.1774], [0.0096, -0.0523, 0.3852], [0.1081, -0.0933, -0.1606], [0.1477, -0.6119, 0.1510], [-0.2972, 0.3252, 0.0673], [0.0296, 0.3337, -0.1944], [-0.1503, 0.1077, 0.1858], [0.0143, -0.2454, -0.1779], [0.0923, 0.0363, -0.0640], [-0.3271, -0.0776, -0.0889], [0.1908, -0.2000, -0.2054], [0.0831, 0.0687, 0.1687], [0.1928, 0.1402, -0.0365], [-0.1161, -0.0438, -0.0434], [-0.1844, -0.1011, 0.2901], [0.0887, -0.1849, 0.2715], [0.2520, -0.0935, -0.2799], [0.0317, 0.3467, 0.2988], [0.1324, -0.3785, -0.2228], [-0.1016, 0.2562, 0.1761], [-0.1078, 0.1004, -0.0686], [0.3812, -0.1729, -0.0426], [-0.1402, 0.2652, -0.0068], [-0.2301, -0.1048, 0.0193], [0.4356, -0.4781, 0.1111], [-0.4018, -0.0178, -0.2482], [-0.2224, 0.1306, 0.1290], [0.2447, 0.0933, 0.0977], [-0.3954, 0.0207, -0.0736], [0.0634, -0.0822, -0.1876], [0.2095, 0.4464, -0.2234], [-0.2025, -0.3252, -0.0553], [-0.0919, -0.1574, 0.0612], [-0.4752, 0.0170, 0.0705], [0.2366, 0.0394, 0.1347], [0.2415, 0.0537, -0.1496], [0.2034, 0.3437, 0.1498], [-0.0017, -0.4158, 0.1306], [-0.1519, -0.2130, -0.1039], [-0.2398, 0.1566, 0.1805], [0.3250, 0.0376, 0.0395], [-0.0108, -0.0835, -0.3214], [0.0738, -0.4312, -0.1357], [0.0128, 0.3484, -0.0665], [-0.1249, 0.1473, 0.2383], [-0.0537, 0.3661, 0.0774], [-0.0688, -0.1409, 0.1672], [0.1291, -0.2020, -0.3055], [-0.5421, -0.3725, -0.3883], [0.1824, 0.1258, 0.3321], [0.1681, 0.2670, 0.0431], [0.2164, -0.2831, -0.3257], [-0.2764, 0.0887, 0.1778], [0.0598, 0.2359, 0.0507], [-0.0409, 0.1591, 0.3541], [0.1993, -0.2809, -0.1323], [-0.0277, 0.1575, -0.2335], [0.1682, 0.0944, -0.2204], [-0.0131, -0.1084, 0.0992], [-0.1286, -0.1343, 0.3304], [-0.1100, 0.2993, 0.2326], [-0.2067, -0.0069, -0.2201], [0.2274, -0.1382, -0.1510], [0.1638, 0.1002, 0.0216], [0.0922, -0.0396, 0.1489], [-0.1925, -0.2378, 0.0339], [0.1413, 0.5050, -0.0377], [-0.1759, -0.3283, -0.0228], [-0.0130, -0.1706, 0.0105], [0.2362, 0.3571, -0.1458], [0.0319, -0.1600, -0.0597], [-0.1633, -0.2091, 0.2856], [0.4461, 0.8730, 0.0570], [-0.0804, -0.3210, -0.0181], [-0.2865, -0.2585, -0.0193], [-0.3289, 0.2737, 0.2155], [0.1430, 0.0355, -0.0420], [0.2748, -0.2738, -0.1243], [-0.2783, 0.2938, 0.2396], [0.2800, -0.2224, 0.0248], [0.0274, -0.1788, -0.2715], [-0.2289, -0.5083, -0.0974], [-0.1248, 0.4207, -0.1529], [0.0889, 0.2899, 0.1955], [0.5312, 0.0768, -0.1991], [-0.2899, -0.0505, -0.2431], [-0.0802, -0.1802, 0.3565], [0.0648, 0.3137, 0.4213], [0.0163, -0.2534, -0.1188], [-0.1701, 0.0812, -0.2351], [0.3050, 0.0954, 0.1583], [-0.2995, -0.2334, -0.2290], [0.0683, 0.1707, 0.1117]]}

***

# 2
{"formula": "C8H11N5", "method": "wB97M-V/def2-TZVPD", "gap_ev": [7.151, 7.153], "charge": 2, "energy_ev": -15906.98816, "e_above_lowest_ev": 0.640, "symbols": ["C", "C", "C", "C", "C", "C", "C", "C", "N", "N", "N", "N", "N", "H", "H", "H", "H", "H", "H", "H", "H", "H", "H", "H"], "xyz": [[1.311138, -4.632925, -5.122406], [-1.149163, -2.394208, -3.768900], [-1.186736, 0.627617, -5.457679], [-1.009332, -1.334202, -4.608042], [0.530449, -3.527678, -5.128865], [-0.042503, -1.268758, -5.686183], [0.744069, -5.450079, -4.009846], [-0.172573, -4.619248, -3.344145], [-1.626054, -0.120343, -4.448728], [0.778078, -2.140829, -6.092547], [-0.175763, 0.024423, -6.187222], [-0.361074, -3.494280, -4.023134], [-0.028069, 5.717691, 7.995554], [1.785786, -5.011336, -5.987628], [-1.829438, -2.594111, -2.872869], [-1.449700, 1.600849, -5.731207], [0.375576, -6.394044, -4.226116], [1.499819, -5.751325, -3.229558], [-0.875247, -4.999404, -2.572824], [-0.302620, 5.811621, 7.043625], [0.346157, 0.451456, -6.993179], [0.560120, 4.911142, 7.949037], [-0.925004, 5.433332, 8.516937], [0.537722, 6.417983, 8.319947]], "forces_ev_per_a": [[-2.7707, 0.3126, 0.0513], [-1.3896, -0.0138, 1.1390], [1.2332, -2.8299, 1.3192], [-0.5694, -0.0892, 1.9684], [2.3643, 3.8801, -2.7835], [0.2742, 0.4220, -0.6297], [3.4668, 0.6955, 0.6672], [-3.3984, 0.8031, 0.5610], [-0.5326, 1.5634, -1.7184], [-0.4832, -4.6972, 2.4564], [0.0734, 0.5103, -0.8247], [1.6448, -1.3234, -0.0666], [-3.2606, -3.6570, -0.1751], [1.1260, -0.0925, -0.3438], [0.8779, 1.1243, -1.5446], [-0.7130, 1.3497, 0.0732], [-1.0197, -1.9626, -0.8720], [-0.0619, 0.3144, -0.5037], [0.7252, 0.8729, -0.2779], [-0.3405, 0.9290, -1.2635], [-0.8477, -0.8721, 1.2827], [0.6395, -1.2023, 0.3583], [1.7606, 1.0170, -0.2776], [1.2012, 2.9456, 1.4044]]}

***

# 3
{"formula": "F3HN2O2S", "method": "wB97M-V/def2-TZVPD", "gap_ev": [9.278, 7.913], "charge": 0, "energy_ev": -26069.59457, "e_above_lowest_ev": 2.657, "symbols": ["N", "N", "O", "O", "F", "F", "F", "S", "H"], "xyz": [[2.175282, -0.062150, 0.092007], [-1.704035, -0.229261, -0.545669], [-0.551930, 1.001404, 1.413065], [-0.353120, 1.908277, -0.925979], [2.194070, -1.379382, 0.179048], [-1.874952, -1.217554, 0.422210], [-1.536131, -0.963011, -1.699212], [-0.235702, 0.816863, -0.008967], [1.886515, 0.124813, 1.073495]], "forces_ev_per_a": [[-0.8308, 1.3672, 0.8540], [-1.1999, -1.4330, 0.2163], [0.6417, -0.3257, -1.9073], [0.2884, -0.1333, -0.0206], [0.1419, -1.8751, -0.4705], [0.3368, 0.6850, -0.7508], [0.4901, 0.6683, 0.7435], [-0.3012, 0.4440, 1.5461], [0.4331, 0.6027, -0.2107]]}

***

# 4
{"formula": "C29H30N8O5", "method": "wB97M-V/def2-TZVPD", "gap_ev": 7.990, "charge": 0, "energy_ev": -52716.85980, "symbols": ["C", "C", "N", "C", "C", "N", "O", "N", "C", "N", "N", "C", "C", "N", "C", "O", "C", "C", "C", "C", "C", "N", "C", "O", "C", "C", "C", "C", "O", "C", "C", "N", "C", "C", "O", "C", "C", "C", "C", "C", "C", "C", "H", "H", "H", "H", "H", "H", "H", "H", "H", "H", "H", "H", "H", "H", "H", "H", "H", "H", "H", "H", "H", "H", "H", "H", "H", "H", "H", "H", "H", "H"], "xyz": [[-2.248545, -2.904503, -2.289442], [-2.001237, -3.667594, -0.991755], [-1.510017, -2.803292, 0.051314], [-2.243998, -2.097424, 0.972004], [-3.672800, -2.063354, 1.036664], [-4.532033, -2.709621, 0.292286], [-5.750728, -2.370831, 0.715711], [-5.702356, -1.490993, 1.747058], [-4.431795, -1.264230, 1.981268], [-3.904923, -0.418971, 2.873508], [-1.505111, -1.413036, 1.815924], [-0.214266, -1.646578, 1.442795], [1.001169, -1.213841, 1.951971], [2.135329, -1.556811, 1.378946], [2.140773, -2.335220, 0.297961], [3.303597, -2.691706, -0.293503], [4.470738, -1.970684, -0.245030], [5.506691, -2.485970, -1.024062], [6.705196, -1.804919, -1.099882], [6.871647, -0.595113, -0.449824], [5.832047, -0.070705, 0.313951], [6.016682, 1.162668, 0.941062], [5.117129, 2.116280, 1.337528], [5.496353, 3.063006, 1.997100], [3.703009, 1.950758, 0.905214], [2.688349, 2.092480, 1.848565], [1.372819, 1.904396, 1.489877], [1.038646, 1.584685, 0.172239], [-0.280319, 1.357861, -0.059186], [-0.710161, 1.064871, -1.369508], [-2.212067, 0.723817, -1.335383], [-3.134028, 1.770178, -0.980776], [-3.157438, 2.915378, -1.870216], [-4.400172, 3.745042, -1.536223], [-4.387882, 4.169156, -0.194618], [-4.313450, 3.063777, 0.677317], [-3.067984, 2.221262, 0.398610], [2.043892, 1.520068, -0.788139], [3.364374, 1.700265, -0.418518], [4.648916, -0.789999, 0.457709], [0.990330, -2.875585, -0.279994], [-0.202408, -2.512730, 0.315602], [-2.545794, -3.599662, -3.068971], [-3.045539, -2.179613, -2.149464], [-1.347092, -2.384800, -2.607506], [-2.935703, -4.116281, -0.648943], [-1.256070, -4.452440, -1.148150], [-4.494673, -0.021634, 3.581411], [-2.901901, -0.479820, 2.993744], [1.077054, -0.589071, 2.828586], [5.353278, -3.411877, -1.554289], [7.513752, -2.210776, -1.688537], [7.801900, -0.053493, -0.536174], [6.978446, 1.413382, 1.140528], [2.949960, 2.332267, 2.867742], [0.575523, 1.990295, 2.211018], [-0.526440, 1.919949, -2.033628], [-0.167009, 0.193382, -1.763282], [-2.487707, 0.363348, -2.331812], [-2.354824, -0.085107, -0.615516], [-3.213886, 2.567143, -2.904028], [-2.265768, 3.554608, -1.752148], [-4.437452, 4.650827, -2.144024], [-5.296400, 3.135814, -1.727322], [-4.287215, 3.474555, 1.687830], [-5.207778, 2.433943, 0.558326], [-3.050897, 1.352329, 1.057416], [-2.170819, 2.829545, 0.589659], [1.812954, 1.322581, -1.823300], [4.136168, 1.638824, -1.171728], [3.867035, -0.438138, 1.105002], [1.062900, -3.522304, -1.138555]], "forces_ev_per_a": [[0.0382, -0.1423, 0.2105], [-0.2300, -0.2181, -0.6054], [0.0515, 0.2473, 0.4091], [0.8278, -0.0412, 0.1265], [-1.5201, 0.2419, 0.3456], [0.6547, -0.0071, -0.0501], [-0.0175, -0.2801, -0.3030], [0.3832, 0.6755, 0.7690], [-0.3484, -0.8586, -1.0803], [0.0579, 0.4253, 0.4898], [-0.7002, 0.0831, 0.1335], [0.3471, -0.5748, -0.7540], [-0.3933, -0.1068, -0.0458], [0.4734, -0.3714, -0.2257], [-0.8393, 0.1434, 0.2480], [0.1270, -0.2769, -0.0259], [0.5388, 0.3146, -0.1440], [-0.2569, -0.0885, 0.0967], [-0.0940, -0.0271, 0.0669], [-0.0483, 0.1860, 0.1155], [-0.0127, -0.6445, -0.3647], [0.5756, 0.1559, 0.0916], [0.0469, 0.0748, -0.0265], [-0.0962, 0.0903, 0.1434], [-0.2265, 0.2641, -0.1447], [0.1516, -0.0539, -0.1223], [-0.1561, -0.0028, -0.1853], [0.1119, 0.1041, 0.1546], [0.1096, 0.0516, 0.2502], [-0.3841, -0.1788, -0.4100], [0.4907, 0.1034, 0.0353], [0.0153, 0.1196, 0.0011], [-0.3218, 0.1103, 0.1116], [0.1700, -0.0450, -0.3642], [0.0497, 0.1765, 0.0289], [0.2111, -0.3087, 0.2380], [-0.3670, 0.2546, 0.1066], [-0.2893, -0.0531, -0.1912], [0.0683, 0.1522, 0.3018], [-0.1026, -0.0227, 0.1433], [0.3261, -0.0128, -0.1038], [0.4404, 0.5404, 0.6529], [-0.0425, -0.0425, -0.1266], [-0.0838, 0.0836, -0.0162], [0.0848, 0.0530, -0.0583], [0.2457, -0.0732, -0.0433], [-0.1156, 0.0229, 0.0996], [0.0169, -0.0018, 0.0427], [-0.0814, 0.0465, 0.0951], [-0.1288, 0.0977, 0.1242], [-0.0311, -0.1095, -0.0698], [0.0604, -0.0346, -0.0573], [0.0937, 0.0852, -0.0268], [-0.2206, 0.0548, 0.0256], [0.0208, 0.0427, 0.1110], [-0.1030, 0.0109, 0.1101], [0.0623, -0.0670, 0.0486], [-0.0061, 0.0778, 0.0141], [0.0749, -0.0918, 0.0331], [0.0356, -0.0902, -0.0930], [0.0116, 0.0422, -0.0409], [-0.0130, -0.0242, -0.0610], [-0.0187, -0.0780, -0.0171], [0.0696, 0.0486, -0.0267], [-0.0165, -0.0738, -0.0157], [0.0526, 0.0295, 0.0461], [0.0227, 0.0183, 0.0581], [-0.0608, -0.0432, 0.0441], [-0.0568, -0.0163, -0.0735], [0.0700, -0.0609, -0.0534], [0.1668, -0.0486, -0.0728], [0.0279, -0.0580, -0.1236]]}